Model P:
DFT (ωB97M-V/def2-TZVPD) results for a cluster of 4 separate species, CH9NO5 in total.

Positions of all 16 atoms, in Å:
1 N -0.69 1.00 -0.86
2 C -0.81 1.78 0.23
3 O -1.48 2.79 0.23
4 O -0.11 1.34 1.31
5 H -0.08 0.22 -1.10
6 H -1.22 1.37 -1.64
7 H -0.54 1.75 2.08
8 O 1.81 -0.77 0.74
9 H 1.54 -0.03 1.33
10 H 0.91 -1.12 0.92
11 O -0.82 -1.90 0.86
12 H -0.93 -1.10 0.34
13 H -1.58 -1.99 1.44
14 O 1.18 -0.76 -2.13
15 H 1.01 -1.68 -2.35
16 H 1.80 -0.90 -1.38

Results
Kohn-Sham gap ... 0.39900 Eh
Total charge ... 0
E_HOMO ... -0.3888 hartree
Structure (SMILES) ... NC(=O)O.O.O.O



Model Q:
DFT (ωB97M-V/def2-TZVPD) results for a cluster of 4 separate species, CH9NO5 in total.

Positions of all 16 atoms, in Å:
1 N 0.60 0.67 0.64
2 C 0.24 0.93 1.96
3 O 0.00 -0.03 2.67
4 O 0.00 2.27 1.98
5 H 0.53 1.21 -0.11
6 H 0.82 -0.28 0.56
7 H 0.09 2.88 2.85
8 O 0.18 -0.65 -1.99
9 H -0.21 -1.10 -1.17
10 H 0.95 -1.15 -2.38
11 O -1.12 -3.80 0.42
12 H -1.26 -3.87 1.34
13 H -1.86 -3.27 0.08
14 O 0.55 2.07 -1.97
15 H 0.33 2.76 -2.47
16 H 0.18 1.34 -2.40

Results
Kohn-Sham gap ... 0.37356 Eh
Total charge ... 0
E_HOMO ... -0.3574 hartree
Structure (SMILES) ... NC(=O)O.O.O.O



Stability verdict: model P, ahead by 147.5 kJ/mol



Model P:
DFT (ωB97M-V/def2-TZVPD) results for a structure of composition C23H29N6Rh.

Positions of all 59 atoms, in Å:
1 Rh 0.58 0.09 -0.45
2 C -4.27 -2.81 -0.95
3 C -4.18 -2.04 0.20
4 C -3.25 -1.01 0.27
5 C -2.38 -0.77 -0.80
6 C -2.50 -1.53 -1.96
7 C -3.45 -2.54 -2.03
8 N -1.42 0.28 -0.75
9 C -1.89 1.57 -0.58
10 C -3.23 1.96 -0.71
11 C -3.56 3.29 -0.57
12 C -2.59 4.27 -0.29
13 C -1.27 3.92 -0.17
14 C -0.93 2.57 -0.32
15 N 0.35 2.06 -0.27
16 N 1.33 2.81 -0.17
17 C 2.56 2.16 -0.37
18 C 3.72 2.90 -0.27
19 C 4.93 2.29 -0.57
20 C 4.92 0.98 -1.00
21 C 3.71 0.31 -1.08
22 N 2.55 0.86 -0.72
23 H -5.00 -3.60 -1.01
24 H -4.84 -2.22 1.04
25 H -3.19 -0.37 1.15
26 H -1.88 -1.28 -2.81
27 H -3.56 -3.11 -2.95
28 H -3.98 1.23 -0.96
29 H -4.59 3.59 -0.67
30 H -2.88 5.31 -0.19
31 H -0.51 4.66 0.04
32 H 3.64 3.94 0.02
33 H 5.86 2.84 -0.50
34 H 5.84 0.48 -1.29
35 H 3.68 -0.70 -1.46
36 C 1.85 0.80 2.29
37 N 0.77 -0.05 1.74
38 C -0.52 0.35 2.32
39 C 1.05 -1.48 2.01
40 C 0.39 -2.36 0.98
41 N 0.93 -2.09 -0.36
42 C 2.34 -2.53 -0.42
43 C 0.20 -2.94 -1.33
44 H 1.97 0.60 3.36
45 H 1.60 1.85 2.16
46 H 2.79 0.58 1.79
47 H -0.43 0.41 3.41
48 H -1.28 -0.39 2.08
49 H -0.83 1.32 1.94
50 H 0.70 -1.76 3.00
51 H 2.13 -1.63 1.99
52 H -0.69 -2.18 0.96
53 H 0.54 -3.41 1.25
54 H 2.42 -3.56 -0.05
55 H 2.99 -1.90 0.18
56 H 2.68 -2.53 -1.45
57 H 0.40 -3.99 -1.12
58 H 0.53 -2.71 -2.35
59 H -0.87 -2.77 -1.25

Results
Kohn-Sham gap (spin up / spin down) ... 0.20361 / 0.20327 Eh
Total charge ... +2
E_HOMO (spin up / spin down) ... -0.5082 / -0.5082 hartree



Model Q:
DFT (ωB97M-V/def2-TZVPD) results for a structure of composition C23H29N6Rh.

Positions of all 59 atoms, in Å:
1 Rh 0.57 0.09 -0.47
2 C -4.30 -2.78 -0.95
3 C -4.20 -1.99 0.19
4 C -3.28 -0.96 0.25
5 C -2.41 -0.73 -0.83
6 C -2.53 -1.51 -1.98
7 C -3.48 -2.52 -2.04
8 N -1.47 0.32 -0.78
9 C -1.92 1.60 -0.61
10 C -3.26 2.01 -0.75
11 C -3.58 3.34 -0.60
12 C -2.59 4.30 -0.32
13 C -1.27 3.94 -0.20
14 C -0.94 2.59 -0.34
15 N 0.32 2.06 -0.28
16 N 1.33 2.81 -0.19
17 C 2.52 2.19 -0.39
18 C 3.71 2.91 -0.29
19 C 4.90 2.28 -0.60
20 C 4.87 0.97 -1.05
21 C 3.66 0.31 -1.13
22 N 2.51 0.87 -0.76
23 H -5.03 -3.57 -1.00
24 H -4.86 -2.17 1.03
25 H -3.22 -0.32 1.12
26 H -1.93 -1.26 -2.84
27 H -3.59 -3.10 -2.95
28 H -4.02 1.28 -1.00
29 H -4.61 3.66 -0.71
30 H -2.87 5.34 -0.22
31 H -0.51 4.67 0.03
32 H 3.66 3.94 0.02
33 H 5.84 2.82 -0.53
34 H 5.78 0.46 -1.34
35 H 3.62 -0.69 -1.52
36 C 1.84 0.77 2.37
37 N 0.77 -0.08 1.82
38 C -0.52 0.29 2.40
39 C 1.08 -1.51 2.04
40 C 0.45 -2.40 0.99
41 N 0.98 -2.11 -0.36
42 C 2.40 -2.52 -0.41
43 C 0.28 -2.99 -1.32
44 H 1.97 0.57 3.43
45 H 1.57 1.82 2.25
46 H 2.78 0.58 1.86
47 H -0.44 0.35 3.49
48 H -1.28 -0.45 2.15
49 H -0.84 1.26 2.03
50 H 0.73 -1.83 3.02
51 H 2.16 -1.63 2.02
52 H -0.64 -2.25 0.96
53 H 0.64 -3.44 1.25
54 H 2.51 -3.54 -0.03
55 H 3.04 -1.87 0.18
56 H 2.75 -2.52 -1.44
57 H 0.51 -4.04 -1.10
58 H 0.61 -2.77 -2.34
59 H -0.79 -2.86 -1.25

Results
Kohn-Sham gap (spin up / spin down) ... 0.19082 / 0.19168 Eh
Total charge ... +2
E_HOMO (spin up / spin down) ... -0.5050 / -0.5051 hartree



Stability verdict: model P, ahead by 29.7 kJ/mol



Model P:
DFT (ωB97M-V/def2-TZVPD) results for an isolated molecule of CH6N4.

Positions of all 11 atoms, in Å:
1 N -0.28 1.93 -0.59
2 N 0.62 1.33 0.44
3 C 0.57 0.04 0.45
4 N 0.13 -0.86 -0.43
5 N -0.26 -2.06 0.06
6 H -1.10 2.38 -0.23
7 H 0.14 2.74 -1.07
8 H 0.99 -0.40 1.33
9 H -0.58 -0.30 -1.05
10 H -0.73 -2.09 0.99
11 H 0.49 -2.72 0.10

Results
Kohn-Sham gap ... 0.34838 Eh
Total charge ... 0
E_HOMO ... -0.3111 hartree
Structure (SMILES) ... N/N=C\NN



Model Q:
DFT (ωB97M-V/def2-TZVPD) results for a cluster of 2 separate species, CH6N4 in total.

Positions of all 11 atoms, in Å:
1 C 0.08 0.82 -0.05
2 H -2.64 -0.79 0.34
3 H -1.38 -1.38 -0.63
4 H -1.71 1.10 -0.80
5 H 0.39 1.92 0.19
6 H 2.57 0.06 1.32
7 H 2.52 -1.26 -0.18
8 N -1.61 -0.73 0.15
9 N -1.30 0.59 0.02
10 N 0.83 -0.23 -0.29
11 N 2.24 -0.10 -0.05

Results
Kohn-Sham gap ... 0.33048 Eh
Total charge ... 0
E_HOMO ... -0.3051 hartree



Stability verdict: model P, ahead by 207.8 kJ/mol



Model P:
DFT (ωB97M-V/def2-TZVPD) results for the ion C2H6N3O with charge +1.

Positions of all 12 atoms, in Å:
1 C 0.81 0.87 -1.31
2 C 0.70 -0.70 0.35
3 N 1.42 0.45 -0.30
4 N -0.58 -0.58 -0.35
5 N -1.60 -0.08 0.51
6 O 0.58 1.51 -2.22
7 H 1.24 -1.60 -0.03
8 H 0.73 -0.56 1.38
9 H 2.38 0.58 -0.15
10 H -1.94 -0.73 1.19
11 H -2.37 0.08 -0.11
12 H -1.37 0.76 1.05

Results
Kohn-Sham gap ... 0.35532 Eh
Total charge ... +1
E_HOMO ... -0.5001 hartree



Model Q:
DFT (ωB97M-V/def2-TZVPD) results for the ion C2H6N3O with charge +1.

Positions of all 12 atoms, in Å:
1 N 1.64 -0.26 -0.16
2 C 0.39 0.06 0.52
3 N -0.49 -1.11 0.81
4 N -1.60 -0.82 0.37
5 C -1.72 0.34 -0.33
6 O -0.35 0.91 -0.29
7 H 1.71 0.60 -0.82
8 H 1.73 -1.19 -0.68
9 H 2.34 -0.32 0.55
10 H 0.77 0.51 1.60
11 H -1.99 0.13 -1.50
12 H -2.44 1.14 -0.06

Results
Kohn-Sham gap ... 0.38516 Eh
Total charge ... +1
E_HOMO ... -0.5497 hartree
Structure (SMILES) ... [NH3+][C@@H]1N=NCO1



Stability verdict: model Q, ahead by 25.4 kJ/mol



Model P:
DFT (ωB97M-V/def2-TZVPD) results for a cluster of 2 separate species, C2H3NS2 in total.

Positions of all 8 atoms, in Å:
1 N 0.42 -2.08 0.48
2 C -0.30 -1.67 1.36
3 S -1.34 -1.50 2.50
4 H 0.90 -1.47 -0.10
5 C 0.04 1.66 -1.19
6 S 0.08 1.70 0.43
7 H -0.33 2.52 -1.86
8 H 0.54 0.83 -1.64

Results
Kohn-Sham gap ... 0.31328 Eh
Total charge ... 0
E_HOMO ... -0.3401 hartree
Structure (SMILES) ... N=C=S.C=S



Model Q:
DFT (ωB97M-V/def2-TZVPD) results for a cluster of 2 separate species, C2H3NS2 in total.

Positions of all 8 atoms, in Å:
1 C -1.23 -0.84 0.30
2 C 0.71 0.15 0.21
3 N -2.24 -1.34 0.27
4 S 0.35 1.63 1.01
5 S 1.06 0.05 -1.47
6 H 1.07 -0.66 0.95
7 H -0.60 2.23 0.24
8 H 0.86 -1.22 -1.51

Results
Kohn-Sham gap (spin up / spin down) ... 0.32763 / 0.32766 Eh
Total charge ... 0
E_HOMO (spin up / spin down) ... -0.3629 / -0.3630 hartree



Model R:
DFT (ωB97M-V/def2-TZVPD) results for a structure of composition C2H3NS2.

Positions of all 8 atoms, in Å:
1 C 0.95 -0.35 0.24
2 C -1.32 0.65 -0.01
3 N 2.12 -0.66 0.01
4 S 0.33 1.42 0.22
5 S -0.73 -0.99 0.22
6 H -2.19 0.87 0.71
7 H -1.56 0.72 -1.08
8 H 2.41 -1.67 -0.32

Results
Kohn-Sham gap ... 0.35183 Eh
Total charge ... 0
E_HOMO ... -0.3420 hartree



Stability verdict: model R, ahead by 39.2 kJ/mol